Density functional theory data (ωB97M-V/def2-TZVPD) for the ion C18H27SSi with charge +1 in a non-equilibrium geometry.

Total charge: +1
Spin multiplicity: 1
Gap between HOMO and LUMO, eV: 5.857
Energy above the lowest of the compared OMol25 structures with the same formula, charge and spin, kcal/mol: 0.0
HOMO level, Ha: -0.4184
Lowest unoccupied orbital energy, eV: -5.5275

```
47
C18H27SSi (ωB97M-V/def2-TZVPD)
C -0.631 -1.422 -1.269
C -0.483 -1.040 0.219
C -1.789 -1.044 1.018
C -1.940 -1.916 2.124
C -0.927 -2.983 2.469
C -3.082 -1.823 2.915
C -4.121 -0.944 2.606
C -5.330 -0.884 3.499
C -4.006 -0.162 1.458
C -2.866 -0.222 0.645
C -2.860 0.595 -0.612
H 0.285 -1.911 -1.627
H -1.456 -2.144 -1.363
H -0.826 -0.562 -1.924
H 0.121 -1.850 0.645
H -1.277 -3.533 3.354
H -0.807 -3.714 1.653
H 0.062 -2.568 2.708
H -3.175 -2.468 3.793
H -6.049 -0.145 3.133
H -5.824 -1.863 3.548
H -5.044 -0.619 4.524
H -4.821 0.508 1.171
H -3.784 1.182 -0.664
H -2.013 1.289 -0.650
H -2.828 -0.034 -1.508
C 5.308 1.283 -1.860
Si 3.570 1.858 -2.256
C 3.504 3.719 -2.096
C 3.012 1.269 -3.941
C 2.417 1.103 -0.992
C 2.812 0.346 0.133
C 1.770 -0.170 0.875
C 0.397 0.175 0.457
S 0.725 1.277 -0.991
H 5.983 1.563 -2.680
H 5.683 1.752 -0.940
H 5.361 0.194 -1.732
H 4.122 4.178 -2.880
H 2.478 4.100 -2.183
H 3.903 4.022 -1.117
H 3.757 1.551 -4.697
H 2.909 0.175 -3.946
H 2.045 1.703 -4.228
H 3.868 0.162 0.356
H 1.920 -0.872 1.695
H -0.072 0.889 1.157
```